A structure of composition C41H37CsN8O2S, computed with ωB97M-V with the def2-TZVPD basis set.

The geometry in ORCA input format:
```
! RIJCOSX wB97M-V def2-TZVPD def2/J DEFGRID3
* xyz -2 1
Cs 12.76 11.04 10.84
C 13.81 8.76 13.79
C 15.11 9.48 13.97
C 16.29 8.79 14.19
C 17.54 9.42 14.39
C 17.65 10.79 14.23
C 16.51 11.53 14.06
C 16.67 12.99 14.00
C 15.23 10.94 13.93
N 14.11 11.66 13.68
C 13.58 12.35 14.74
O 14.02 12.43 15.89
C 12.31 13.14 14.37
C 11.73 13.92 15.42
C 10.67 14.78 15.16
C 10.20 14.81 13.85
C 10.84 14.06 12.88
N 11.86 13.25 13.13
C 10.25 14.16 11.47
O 9.23 14.85 11.35
N 10.85 13.52 10.44
C 10.36 13.79 9.22
C 10.49 15.04 8.54
C 11.19 16.16 9.23
C 10.07 15.16 7.21
C 9.41 14.18 6.53
C 9.33 12.92 7.16
C 9.74 12.73 8.48
C 9.49 11.42 9.13
H 13.53 8.17 14.70
H 13.89 8.06 12.98
H 12.92 9.42 13.71
H 16.28 7.73 14.14
H 18.39 8.81 14.73
H 18.64 11.21 14.34
H 17.76 13.27 13.96
H 16.16 13.52 14.82
H 16.22 13.37 13.09
H 12.07 13.81 16.44
H 10.14 15.31 15.96
H 9.37 15.45 13.60
H 12.16 15.76 9.51
H 10.66 16.45 10.14
H 11.23 17.08 8.58
H 10.26 16.11 6.76
H 9.05 14.34 5.54
H 8.94 12.02 6.66
H 8.58 10.95 8.75
H 9.34 11.55 10.22
H 10.32 10.74 9.00
N 20.34 5.55 10.03
C 19.39 6.09 9.65
C 18.13 6.67 9.16
C 18.10 7.73 8.27
C 16.89 8.36 7.98
C 15.65 7.88 8.45
C 15.68 6.71 9.31
C 16.90 6.11 9.59
C 14.41 8.58 8.14
C 14.40 9.87 7.52
C 13.73 10.24 6.24
C 14.06 11.55 5.96
C 14.95 11.94 7.01
N 15.12 10.99 7.93
C 13.11 8.08 8.44
C 12.65 6.70 8.38
C 11.36 6.65 8.89
C 11.02 7.99 9.18
N 12.00 8.87 8.89
H 19.06 8.12 7.91
H 16.97 9.24 7.37
H 14.76 6.26 9.72
H 16.92 5.17 10.14
H 13.03 9.61 5.67
H 13.61 12.13 5.17
H 15.39 12.90 7.14
H 13.22 5.84 8.05
H 10.65 5.81 9.04
H 10.06 8.30 9.57
C 7.15 7.52 12.17
N 8.25 8.12 12.98
C 8.38 9.45 13.27
N 7.40 10.27 12.80
S 9.79 9.99 14.05
H 7.23 6.43 12.35
H 7.29 7.74 11.10
H 6.16 7.80 12.48
H 8.94 7.45 13.30
H 6.67 9.90 12.19
H 7.53 11.24 13.01
*
```

ΔE to the lowest compared entry with this formula, charge and spin	0.589	eV
E_LUMO (alpha / beta)	2.831 / 2.830	eV
gap between HOMO and LUMO (alpha / beta)	5.19 / 5.19	eV
M	838.77	g/mol

---

A structure of composition C15H36AlFN3O10P, computed with ωB97M-V with the def2-TZVPD basis set.

The geometry in ORCA input format:
```
! RIJCOSX wB97M-V def2-TZVPD def2/J DEFGRID3
* xyz 3 2
Al 1.99 0.62 2.67
F 1.39 -0.47 0.01
O -0.89 1.90 1.64
P -2.04 2.00 0.73
N -1.65 2.67 -0.79
C -0.24 3.00 -0.89
C -2.43 2.39 -2.07
N -3.34 2.96 1.35
C -4.21 2.45 2.39
C -3.53 4.39 0.95
N -2.73 0.46 0.22
C -4.19 0.21 0.24
C -1.97 -0.73 -0.08
H 0.44 2.19 -0.64
H 0.05 3.72 -0.13
H 0.08 3.11 -1.93
H -3.49 2.34 -1.82
H -2.17 1.44 -2.54
H -2.35 3.17 -2.82
H -3.86 2.81 3.35
H -5.25 2.75 2.28
H -4.19 1.37 2.51
H -3.03 4.77 0.06
H -4.59 4.52 0.71
H -3.49 5.04 1.83
H -4.45 -0.48 -0.56
H -4.49 -0.26 1.18
H -4.78 1.12 0.14
H -1.61 -1.23 0.83
H -1.02 -0.54 -0.58
H -2.60 -1.36 -0.70
C 1.07 -3.99 0.79
O 1.20 -4.46 2.12
C 1.79 -3.70 3.10
O 2.01 -2.43 3.03
O 1.70 -4.38 4.19
C 2.15 -3.89 5.42
H 0.86 -4.78 0.08
H 2.07 -3.63 0.53
H 0.44 -3.12 0.60
H 1.52 -4.44 6.11
H 1.96 -2.82 5.46
H 3.20 -4.19 5.52
C 1.13 -5.83 -5.00
O 0.46 -4.63 -4.56
C 0.62 -4.09 -3.34
O 1.56 -4.34 -2.61
O -0.18 -3.08 -3.23
C 0.11 -2.01 -2.44
H 0.73 -6.71 -4.51
H 2.20 -5.88 -4.78
H 0.90 -5.89 -6.07
H -0.31 -2.24 -1.46
H -0.39 -1.10 -2.77
H 1.17 -1.90 -2.24
C 4.19 1.12 -1.44
O 4.24 2.55 -1.24
C 3.84 3.02 -0.07
O 3.13 2.44 0.80
O 4.32 4.29 0.00
C 3.78 5.21 1.00
H 4.58 0.57 -0.58
H 4.68 0.82 -2.36
H 3.15 0.80 -1.56
H 4.36 6.10 1.24
H 3.62 4.73 1.96
H 2.78 5.60 0.80
*
```

E_LUMO (alpha / beta)	-13.140 / -13.984	eV
⟨S²⟩	1.768
gap between HOMO and LUMO (alpha / beta)	3.36 / 2.52	eV
M	495.42	g/mol

---

A structure of composition C37H45BrClN9O4SSc, computed with ωB97M-V with the def2-TZVPD basis set.

The geometry in ORCA input format:
```
! RIJCOSX wB97M-V def2-TZVPD def2/J DEFGRID3
* xyz -1 1
Sc -0.69 -0.56 0.04
C -5.80 0.66 -1.69
N -4.81 0.18 -0.77
C -5.16 0.14 0.63
C -3.47 0.08 -1.12
N -2.76 -0.94 -0.75
C -3.36 -2.13 -0.27
C -4.59 -2.59 -0.75
C -5.21 -3.71 -0.22
C -4.60 -4.40 0.82
C -3.34 -4.02 1.21
C -2.65 -2.95 0.62
N -1.32 -2.65 0.99
C -0.50 -3.60 1.35
N 0.60 -3.30 2.24
C 0.42 -2.22 3.04
C 1.79 -3.91 2.02
N -0.61 -4.90 1.00
C -0.95 -5.24 -0.38
C -0.31 -6.01 1.88
N -2.93 1.14 -1.79
C -1.63 0.96 -2.42
C -3.21 2.48 -1.30
H -6.74 0.12 -1.52
H -5.48 0.48 -2.72
H -6.03 1.73 -1.59
H -6.00 -0.52 0.81
H -5.42 1.15 0.99
H -4.29 -0.19 1.21
H -5.08 -2.04 -1.54
H -6.17 -4.02 -0.61
H -5.09 -5.24 1.29
H -2.86 -4.58 2.01
H -0.56 -1.80 3.12
H 0.92 -0.47 1.02
H 1.22 -1.99 3.73
H 1.82 -4.76 1.37
H 2.55 -3.78 2.77
H 3.25 -2.17 1.13
H -1.18 -4.35 -0.95
H -1.82 -5.90 -0.40
H -0.10 -5.75 -0.84
H -0.29 -5.68 2.91
H 0.64 -6.49 1.64
H -1.10 -6.75 1.76
H -1.61 -0.01 -2.91
H -0.76 1.06 -1.75
H -1.50 1.74 -3.17
H -4.28 2.63 -1.14
H -2.88 3.19 -2.06
H -2.67 2.67 -0.37
N 3.48 0.61 2.20
C 3.55 1.73 3.03
C 4.82 1.88 3.61
C 5.13 2.88 4.50
C 4.17 3.81 4.86
C 2.93 3.70 4.29
C 2.57 2.69 3.39
S 0.87 2.77 2.86
N 1.27 0.36 1.45
C 2.49 -0.03 1.49
C 2.82 -1.22 0.72
C 4.28 -1.53 0.23
C 4.40 -2.55 -0.63
C 3.26 -3.27 -1.09
C 2.00 -2.74 -0.88
N 1.67 -1.71 -0.11
H 4.37 0.14 2.11
H 5.59 1.15 3.34
H 6.14 2.92 4.91
H 4.40 4.60 5.56
H 2.16 4.43 4.53
H 5.07 -0.84 0.52
H 5.39 -2.80 -0.99
H 3.38 -4.09 -1.79
H 1.18 -3.17 -1.45
Br 0.15 -1.66 -3.67
C 3.85 4.91 -2.71
C 2.53 4.51 -3.31
C 2.43 4.04 -4.61
C 1.20 3.66 -5.13
Cl 1.11 3.09 -6.77
C 0.06 3.72 -4.36
C 0.14 4.19 -3.05
C 1.36 4.59 -2.54
O 1.55 5.13 -1.29
C 0.50 5.09 -0.33
C 0.46 3.73 0.37
O 1.17 3.82 1.50
O -0.07 2.77 -0.12
H 4.65 4.77 -3.44
H 4.07 4.31 -1.83
H 3.83 5.95 -2.39
H 3.32 3.96 -5.22
H -0.89 3.40 -4.77
H -0.75 4.20 -2.45
H -0.48 5.27 -0.79
H 0.72 5.88 0.38
O -1.64 0.16 1.30
*
```

ΔE to the lowest compared entry with this formula, charge and spin	3.873	eV
E_LUMO (alpha / beta)	2.296 / 2.298	eV
gap between HOMO and LUMO (alpha / beta)	5.14 / 5.19	eV
M	872.21	g/mol

---

The molecule C3H5N5, computed with ωB97M-V with the def2-TZVPD basis set.

The geometry in ORCA input format:
```
! RIJCOSX wB97M-V def2-TZVPD def2/J DEFGRID3
* xyz 0 1
C 1.22 0.72 0.10
C -0.55 -0.84 1.23
C -0.69 -0.61 -0.35
H -1.43 1.39 -1.35
H 0.13 1.04 -2.79
H 1.60 1.63 -0.44
H -1.39 -1.24 2.06
H -1.62 -0.73 -2.09
N -0.33 1.36 -1.67
N 0.20 0.28 -0.68
N 1.56 0.31 1.26
N 0.60 -0.50 1.95
N -1.63 -1.13 -1.05
*
```

SMILES	[H]/N=c1/cnncn1N
ΔE to the lowest compared entry with this formula, charge and spin	6.287	eV
E_LUMO	-0.107	eV
gap between HOMO and LUMO	9.12	eV
M	111.11	g/mol

---

The molecule C21H35N3O4, computed with ωB97M-V with the def2-TZVPD basis set.

The geometry in ORCA input format:
```
! RIJCOSX wB97M-V def2-TZVPD def2/J DEFGRID3
* xyz 0 1
C -0.72 2.52 0.93
C -1.59 1.52 0.88
C -1.95 0.78 -0.37
C -1.41 -0.68 -0.45
C -0.32 -0.78 -1.51
O -0.38 -1.54 -2.46
N 0.74 0.03 -1.29
C 1.81 0.14 -2.25
C 2.86 -0.95 -2.05
C 2.42 1.53 -2.09
O 2.15 2.25 -1.14
N 3.29 1.90 -3.06
C 3.94 3.20 -3.04
C 3.07 4.33 -3.60
C 2.72 4.09 -5.06
C 3.80 5.65 -3.42
C -1.00 -1.36 0.89
N -2.22 -2.16 0.80
C -2.63 -3.29 1.44
O -3.49 -4.00 0.95
C -1.97 -3.56 2.78
C -1.78 -5.06 2.97
C -2.77 -2.95 3.94
O -3.95 -3.70 4.08
C -1.88 -2.76 5.20
C -1.66 -1.29 4.78
C -2.91 -1.41 3.88
C -2.51 -1.77 -0.58
H -0.49 3.03 1.86
H -0.19 2.87 0.05
H -2.09 1.22 1.80
H -3.04 0.73 -0.44
H -1.60 1.34 -1.23
H 0.72 0.74 -0.57
H 1.38 0.05 -3.25
H 3.64 -0.90 -2.81
H 3.32 -0.86 -1.07
H 2.37 -1.92 -2.13
H 3.41 1.29 -3.85
H 4.21 3.42 -2.01
H 4.86 3.12 -3.62
H 2.16 4.35 -3.01
H 3.62 4.06 -5.68
H 2.18 3.14 -5.20
H 2.08 4.88 -5.44
H 4.75 5.65 -3.98
H 3.20 6.48 -3.80
H 4.03 5.85 -2.37
H -0.08 -1.94 0.80
H -0.93 -0.71 1.76
H -0.99 -3.06 2.79
H -1.08 -5.46 2.23
H -1.39 -5.28 3.97
H -2.74 -5.57 2.85
H -4.50 -3.29 4.75
H -2.49 -2.83 6.10
H -1.01 -3.41 5.31
H -1.68 -0.54 5.56
H -0.75 -1.16 4.20
H -2.92 -0.93 2.90
H -3.81 -1.10 4.42
H -3.52 -1.40 -0.73
H -2.27 -2.54 -1.31
*
```

SMILES	C=CCC1(C(=O)N[C@H](C)C(=O)NCC(C)C)CN(C(=O)[C@H](C)C2(O)CCC2)C1
ΔE to the lowest compared entry with this formula, charge and spin	0.995	eV
E_LUMO	0.579	eV
gap between HOMO and LUMO	9.59	eV
M	393.53	g/mol

---

The ion C8H10NO3 with charge -1, computed with ωB97M-V with the def2-TZVPD basis set.

The geometry in ORCA input format:
```
! RIJCOSX wB97M-V def2-TZVPD def2/J DEFGRID3
* xyz -1 1
C -0.14 0.04 0.10
C -0.74 1.14 -0.10
C -1.90 -1.68 0.14
C -3.06 0.43 0.36
C -0.19 2.49 -0.48
C 1.59 -1.10 1.35
C 1.74 -0.98 -1.18
C 1.37 -0.29 0.12
N -2.85 -0.93 0.31
O -1.48 -2.79 -0.04
O -4.24 0.73 0.58
O -2.20 1.25 -0.02
H -0.60 2.93 -1.42
H 0.88 2.15 -0.76
H -0.45 3.25 0.27
H 1.18 -0.58 2.25
H 2.60 -1.43 1.40
H 1.05 -1.99 1.37
H 2.78 -0.84 -1.41
H 1.23 -0.43 -2.07
H 1.50 -2.07 -0.98
H 1.91 0.73 0.22
*
```

ΔE to the lowest compared entry with this formula, charge and spin	2.282	eV
E_LUMO	3.644	eV
gap between HOMO and LUMO	7.01	eV
M	168.17	g/mol

---

A cluster of 2 separate species, C4H14N2O in total, computed with ωB97M-V with the def2-TZVPD basis set.

The geometry in ORCA input format:
```
! RIJCOSX wB97M-V def2-TZVPD def2/J DEFGRID3
* xyz 0 1
N 0.76 1.71 0.61
C 1.36 0.58 1.35
C 1.32 -0.64 0.59
N 0.04 -0.69 -0.11
C -0.06 -1.79 -1.21
C -1.14 -0.82 0.66
H 0.61 2.52 1.14
H 1.53 1.85 -0.13
H 2.31 0.82 1.93
H 0.62 0.59 2.23
H 2.13 -0.39 -0.05
H 1.53 -1.62 1.09
H -0.62 -1.27 -1.97
H -0.41 -2.68 -0.65
H 0.93 -1.87 -1.62
H -1.81 -1.89 0.65
H -0.78 -0.98 1.61
H -1.75 0.06 0.87
H -1.36 0.84 -2.22
H -1.77 1.30 -0.82
O -1.96 1.45 -1.73
*
```

SMILES	CN(C)CCN.O
ΔE to the lowest compared entry with this formula, charge and spin	3.953	eV
E_LUMO	0.906	eV
gap between HOMO and LUMO	9.23	eV
M	106.17	g/mol

---

A cluster of 2 separate species, C4H7FS2 in total, computed with ωB97M-V with the def2-TZVPD basis set.

The geometry in ORCA input format:
```
! RIJCOSX wB97M-V def2-TZVPD def2/J DEFGRID3
* xyz 0 1
C 2.45 -0.78 0.73
C 0.30 0.77 -0.15
C -1.06 0.66 -0.81
C -2.17 -0.20 -0.06
H 2.70 -1.91 0.78
H 3.36 -0.13 0.10
H 2.27 -0.23 1.74
H -0.89 0.24 -1.84
H -1.27 1.71 -0.93
H -2.35 -1.69 -0.62
H -3.17 0.35 -0.60
F -2.08 -0.16 1.52
S 1.03 -0.78 -0.25
S 0.87 2.16 0.38
*
```

ΔE to the lowest compared entry with this formula, charge and spin	4.266	eV
E_LUMO	-0.181	eV
gap between HOMO and LUMO	8.62	eV
M	138.23	g/mol

---

Copy entry 6 word for word.
The ion C8H10NO3 with charge -1, computed with ωB97M-V with the def2-TZVPD basis set.

The geometry in ORCA input format:
```
! RIJCOSX wB97M-V def2-TZVPD def2/J DEFGRID3
* xyz -1 1
C -0.14 0.04 0.10
C -0.74 1.14 -0.10
C -1.90 -1.68 0.14
C -3.06 0.43 0.36
C -0.19 2.49 -0.48
C 1.59 -1.10 1.35
C 1.74 -0.98 -1.18
C 1.37 -0.29 0.12
N -2.85 -0.93 0.31
O -1.48 -2.79 -0.04
O -4.24 0.73 0.58
O -2.20 1.25 -0.02
H -0.60 2.93 -1.42
H 0.88 2.15 -0.76
H -0.45 3.25 0.27
H 1.18 -0.58 2.25
H 2.60 -1.43 1.40
H 1.05 -1.99 1.37
H 2.78 -0.84 -1.41
H 1.23 -0.43 -2.07
H 1.50 -2.07 -0.98
H 1.91 0.73 0.22
*
```

ΔE to the lowest compared entry with this formula, charge and spin	2.282	eV
E_LUMO	3.644	eV
gap between HOMO and LUMO	7.01	eV
M	168.17	g/mol

---

- Which value of M does entry 6 give?
  168.17 g/mol